Entry from OMol25: a single C8H12N2O4S molecule (the ωB97M-V functional and the def2-TZVPD basis).

Each line ends with the Löwdin charge.
Geometry (Å):
C  0.3346  0.4208  -1.3128  -0.3686
C  0.9797  -0.8219  0.8780  -0.4704
C  -0.8469  -1.7207  -0.8169  -0.2492
C  -2.3251  -1.5840  -0.9069  -0.4159
C  -3.0277  -0.7645  1.6157  -0.4182
C  -0.1875  -0.5499  -0.0983  -0.0930
C  1.1618  2.5044  -2.0127  -0.0964
C  2.5460  0.1353  2.0928  -0.0677
N  -2.9598  0.1805  2.2959  -0.1971
N  0.8347  1.6453  -0.9621  0.0102
O  0.2642  0.0925  -2.4892  0.0529
O  1.5026  -1.8889  1.0961  0.1182
O  -2.7318  1.1423  2.9461  0.0184
O  1.3400  0.2996  1.4272  -0.0159
S  -3.1756  -2.1376  0.6567  0.9420
H  -0.4775  -2.6649  -0.2695  0.1472
H  -0.3318  -1.7169  -1.7312  0.0834
H  -2.6125  -0.5369  -0.9979  0.0858
H  -2.6090  -2.1794  -1.7967  0.1034
H  -0.9596  0.0636  0.2836  0.1084
H  0.9742  3.5165  -1.6595  0.0874
H  2.2602  2.2905  -2.3497  0.1273
H  0.5225  2.3078  -2.8797  0.0856
H  3.0989  1.0184  2.3003  0.0766
H  3.0687  -0.6747  1.5291  0.1068
H  2.4616  -0.2813  3.2053  0.1428
H  0.8952  1.9041  -0.0436  0.0962

Forces on atoms 1 to 3 (eV/Å):
0.44 -0.11 0.68
-2.27 -1.69 -1.48
2.18 -1.43 3.11

Summary:
Orbital gap: 9.30 eV
Energy above the lowest of the compared OMol25 structures with the same formula, charge and spin: 259.8 kJ/mol
HOMO level: -0.32306 Ha